Entry from the Open Molecules 2025 dataset: a molecular structure, C15H31IrNO3P2 at a distorted geometry (ωB97M-V/def2-TZVPD).

relative energy (zero: lowest compared OMol25 entry of this formula, charge and spin) = 3.010 eV
net charge = +2
E_LUMO (alpha / beta) = -7.401 / -9.261 eV
frontier orbital gap (alpha / beta) = 6.002 / 5.833 eV
E_HOMO (alpha / beta) = -13.403 / -15.095 eV
spin multiplicity = 6
molecular weight = 527.58 g mol⁻¹

Each line ends with the Löwdin charge.
Positions of all 53 atoms, in Å:
P 0.18158 -2.05463 -4.64013  0.950
P 0.15979 1.49470 -5.65170  0.997
C -0.31030 -1.20440 -6.23225  -0.374
C 0.54127 0.00620 -6.60788  -0.333
H -1.37753 -0.94405 -6.13327  0.090
H -0.20568 -1.96991 -7.01607  0.099
H 1.61944 -0.18068 -6.48963  0.088
H 0.33048 0.28063 -7.65155  0.121
C -1.29205 2.29518 -6.36919  -0.183
H -1.60177 3.13096 -5.72554  0.057
H -2.12221 1.58732 -6.48039  0.064
H -1.01220 2.68604 -7.36058  0.081
C 1.49556 2.64826 -6.00402  -0.177
H 1.30891 3.12128 -6.97126  0.077
H 2.44814 2.11001 -6.01948  0.073
H 1.53882 3.42680 -5.23227  0.061
C -0.95812 -3.48168 -4.86888  -0.204
H -0.85258 -4.18115 -4.03336  0.050
H -0.72444 -3.98785 -5.81362  0.072
H -1.98967 -3.11290 -4.90907  0.064
C 1.79035 -2.71736 -5.28197  -0.202
H 2.50489 -1.88753 -5.37726  0.047
H 1.63396 -3.17894 -6.26780  0.072
H 2.18536 -3.46472 -4.57993  0.060
Ir 0.64029 -1.36418 -1.17321  1.475
C 0.17265 3.38487 -2.76262  -0.084
C -1.11595 3.02728 -2.90747  -0.140
C -1.89608 1.96752 -2.23596  -0.152
C -2.17168 0.71626 -3.11711  -0.172
C -1.09189 -0.27695 -3.28417  -0.188
C 0.26616 -0.13268 -2.69389  -0.471
C 1.06854 1.09619 -3.01107  -0.228
C 1.08041 2.35298 -2.11140  -0.132
C 0.67248 -3.32375 -1.35691  -0.294
H 0.58677 4.34016 -3.09566  0.124
H -1.75258 3.65748 -3.54094  0.115
H -2.89427 2.40674 -2.06967  0.139
H -1.51006 1.67530 -1.24464  0.131
H -2.96599 0.19324 -2.55342  0.140
H -2.65198 0.99354 -4.07617  0.122
H -1.47248 -1.29078 -3.02880  0.082
H 1.01012 -1.11890 -2.79641  -0.022
H 0.55514 1.41563 -3.98555  -0.030
H 2.09375 0.82090 -3.29603  0.136
H 0.80623 2.08890 -1.07627  0.127
H 2.10836 2.75194 -2.10224  0.128
H 1.59869 -3.71710 -0.89048  0.041
H 0.60136 -3.68275 -2.39568  -0.033
H -0.17813 -3.77044 -0.79653  0.047
O -0.70269 -1.27180 0.36640  -0.134
N 0.24500 -1.06958 1.24641  -0.460
O 0.05888 -0.83780 2.40711  0.219
O 1.44744 -1.14451 0.68332  -0.138

Forces on atoms 1 to 2 (eV/Å):
-0.449 -1.045 -3.743
-0.244 0.987 -1.918

=====

Entry from the Open Molecules 2025 dataset: C3H8OSi in the gas phase at a distorted geometry (ωB97M-V/def2-TZVPD).

relative energy (zero: lowest compared OMol25 entry of this formula, charge and spin) = 3.569 eV
E_LUMO (alpha / beta) = 1.088 / -1.991 eV
frontier orbital gap (alpha / beta) = 5.382 / 7.944 eV
E_HOMO (alpha / beta) = -4.294 / -9.936 eV
spin multiplicity = 3
molecular weight = 88.18 g mol⁻¹

Each line ends with the Löwdin charge.
Positions of all 13 atoms, in Å:
C 0.77895 0.23857 -0.28065  -0.334
C -0.54353 -0.69073 0.27567  -0.340
C 2.14434 0.12165 0.16147  -0.055
O 0.22149 -0.85185 -0.87465  -0.050
Si -2.33639 0.02897 -0.12990  0.642
H 0.36187 1.14164 -0.53451  0.094
H -0.42156 -1.25758 1.13078  0.043
H 2.74087 0.16297 -0.74972  0.090
H 2.35336 -0.78627 0.62060  0.062
H 2.52477 0.89955 0.85429  0.102
H -3.40447 -0.60503 0.60382  -0.114
H -2.28535 0.19655 -1.61161  -0.064
H -2.13435 1.40156 0.53442  -0.077

Forces on atoms 1 to 2 (eV/Å):
5.254 2.165 -1.685
-8.531 -2.160 -1.375

=====

Entry from the Open Molecules 2025 dataset: a molecular structure, C7H9N2 at a distorted geometry (ωB97M-V/def2-TZVPD).

relative energy (zero: lowest compared OMol25 entry of this formula, charge and spin) = 5.045 eV
net charge = +1
E_LUMO = -4.659 eV
frontier orbital gap = 8.227 eV
E_HOMO = -12.886 eV
molecular weight = 121.16 g mol⁻¹

Each line ends with the Löwdin charge.
Positions of all 18 atoms, in Å:
C 1.37627 -1.64215 -1.06502  0.012
C 0.44873 -1.96123 -0.09958  0.011
C 1.29201 -0.37327 -1.67775  0.010
C -0.38347 -0.98880 0.45878  -0.239
C 0.25652 0.46000 -1.32926  -0.044
C -1.19209 1.45297 -0.28728  0.057
C -0.65037 2.46915 0.62898  -0.100
N -1.00142 -1.38344 1.58368  0.178
N -0.57473 0.16195 -0.29967  -0.009
H 2.21105 -2.32182 -1.26928  0.138
H 0.25555 -2.91576 0.40955  0.140
H 2.03056 -0.06991 -2.30205  0.090
H -1.47070 -0.71687 2.29440  0.183
H 0.16739 1.52734 -1.56171  0.146
H -1.52425 2.87023 1.27841  0.147
H 0.30316 2.23509 1.13886  0.096
H -0.58995 3.47456 0.17588  0.103
H -0.95428 -2.27804 1.92305  0.080

Forces on atoms 1 to 2 (eV/Å):
-0.372 -0.410 0.601
0.402 -0.456 -0.222

=====

Entry from the Open Molecules 2025 dataset: a molecular structure, C25H26AuN10PS (ωB97M-V/def2-TZVPD).

net charge = +2
E_LUMO (alpha / beta) = -6.634 / -7.698 eV
frontier orbital gap (alpha / beta) = 6.657 / 6.291 eV
E_HOMO (alpha / beta) = -13.291 / -13.990 eV
spin multiplicity = 3
molecular weight = 726.56 g mol⁻¹

Each line ends with the Löwdin charge.
Positions of all 64 atoms, in Å:
Au -0.83176 -0.39967 -0.06557  0.845
C -4.41893 0.50366 -4.30287  -0.001
N -3.88220 -0.16914 -3.12606  -0.113
C -4.16082 -1.46061 -2.77357  -0.025
C -3.44319 -1.72198 -1.64521  -0.116
N -2.73900 -0.60105 -1.30687  -0.053
C -3.00211 0.32057 -2.22239  -0.452
P -2.35982 2.02729 -2.21759  1.181
C -2.26557 2.29306 -0.41660  -0.444
N -1.70855 1.53815 0.53048  -0.048
C -1.85410 2.20465 1.71135  -0.093
C -2.51759 3.37197 1.48071  -0.022
N -2.77049 3.41739 0.14353  -0.117
C -3.45914 4.51002 -0.53877  -0.009
C -0.59484 1.71143 -2.54259  -0.460
N 0.21395 1.01643 -1.76035  -0.019
C 1.44547 1.04830 -2.34271  -0.117
C 1.38032 1.78551 -3.48975  -0.034
N 0.08748 2.20580 -3.60727  -0.118
C -0.42637 3.00600 -4.71188  -0.005
H -5.48986 0.32518 -4.36233  0.105
H -3.93751 0.12513 -5.20305  0.105
H -4.24399 1.57339 -4.21884  0.065
H -4.84162 -2.07125 -3.33912  0.138
H -3.41092 -2.61889 -1.05319  0.114
H -1.47193 1.82718 2.64069  0.094
H -2.81214 4.16160 2.14816  0.136
H -3.81893 5.20539 0.21372  0.101
H -4.30779 4.12911 -1.10157  0.091
H -2.77793 5.03091 -1.20817  0.097
H 2.29854 0.56054 -1.90611  0.103
H 2.13079 2.04487 -4.21513  0.135
H 0.22967 3.85742 -4.87780  0.104
H -1.42037 3.36993 -4.46428  0.063
H -0.47639 2.40594 -5.61905  0.104
S 0.04274 -2.32817 -1.21700  0.758
C 1.20760 -2.76491 -0.06678  -0.767
N 1.98867 -3.79136 -0.36510  0.067
N 3.05590 -4.09312 0.30301  0.087
C 4.00409 -3.31933 0.99299  -0.221
C 4.90096 -4.03206 1.79030  0.001
C 5.90996 -3.35993 2.45269  -0.043
C 6.04173 -1.98532 2.30124  -0.042
C 5.16078 -1.28527 1.48150  -0.054
C 4.13824 -1.94181 0.82474  -0.033
N 1.28365 -2.24911 1.23870  0.055
N 0.41945 -1.41143 1.55431  -0.034
C 0.40890 -1.01606 2.91390  -0.246
C -0.80384 -0.55166 3.41063  -0.055
C -0.90906 -0.21028 4.74739  -0.056
C 0.20234 -0.31705 5.57245  -0.036
C 1.41550 -0.78008 5.06834  -0.043
C 1.52528 -1.14427 3.74173  0.001
H 3.32633 -5.06206 0.15788  0.177
H 4.79558 -5.10472 1.89809  0.127
H 6.59697 -3.90833 3.08131  0.121
H 6.84181 -1.46068 2.80434  0.119
H 5.28151 -0.21956 1.34619  0.117
H 3.48312 -1.39184 0.16333  0.105
H -1.66424 -0.52401 2.75328  0.097
H -1.85457 0.12724 5.14878  0.119
H 0.12446 -0.04591 6.61611  0.120
H 2.27341 -0.86077 5.72080  0.119
H 2.46037 -1.50238 3.33492  0.105

Forces on atoms 1 to 2 (eV/Å):
-0.169 -0.155 -0.152
-0.038 0.031 -0.055

=====

Entry from the Open Molecules 2025 dataset: 3 unconnected molecules or ions with the total composition C3H11NO3 at a distorted geometry (ωB97M-V/def2-TZVPD).

SMILES = CNCC=O.O.O
relative energy (zero: lowest compared OMol25 entry of this formula, charge and spin) = 4.340 eV
E_LUMO = 0.644 eV
frontier orbital gap = 9.993 eV
E_HOMO = -9.349 eV
molecular weight = 109.12 g mol⁻¹

Each line ends with the Löwdin charge.
Positions of all 18 atoms, in Å:
C 0.68824 -1.43989 -0.63880  -0.075
N 1.65722 -0.50637 -1.45895  -0.143
C 0.90876 0.64323 -1.98248  -0.286
C 1.17603 1.89312 -1.14743  -0.269
O 0.26142 2.60254 -0.70961  0.004
H -0.26130 -1.55689 -1.04367  0.026
H 0.99235 -2.58809 -0.66537  0.115
H 0.69307 -1.02045 0.29282  0.031
H 2.16722 -0.95293 -2.33219  0.137
H -0.25480 0.43697 -2.26102  0.158
H 1.42441 1.01585 -3.02608  0.152
H 2.27564 1.78725 -0.68074  0.149
O -0.55267 2.73280 4.39802  -0.007
H -0.43417 2.04173 5.01023  0.011
H -0.02621 3.47977 4.43331  -0.005
O -3.69698 -2.71142 0.25218  -0.126
H -3.35064 -3.71303 0.56741  0.145
H -3.66758 -2.14417 0.99236  -0.018

Forces on atoms 1 to 2 (eV/Å):
3.715 -2.307 -3.222
-0.472 -1.789 -1.871

=====

Entry from the Open Molecules 2025 dataset: 2 unconnected molecules or ions with the total composition CH3BrFOP at a distorted geometry (ωB97M-V/def2-TZVPD).

relative energy (zero: lowest compared OMol25 entry of this formula, charge and spin) = 4.388 eV
E_LUMO (alpha / beta) = 0.079 / -3.991 eV
frontier orbital gap (alpha / beta) = 11.220 / 3.141 eV
E_HOMO (alpha / beta) = -11.141 / -7.131 eV
molecular weight = 160.91 g mol⁻¹

Each line ends with the Löwdin charge.
Positions of all 8 atoms, in Å:
C 0.15446 0.24816 0.39626  -0.166
O -1.16197 0.36290 1.02096  -0.516
F -2.94934 1.33163 2.19219  -0.347
P -1.45657 0.91411 2.43648  0.751
Br 1.89052 -3.01526 0.09159  0.058
H 0.93054 0.19420 1.24535  0.078
H 0.53997 1.18876 -0.19941  0.116
H 0.17585 -0.63490 -0.26403  0.026

Forces on atoms 1 to 2 (eV/Å):
1.581 1.525 1.052
1.400 -0.948 -3.677

=====

Which of these has the lowest molecular weight? C3H8OSi

=====

The highest molecular weight belongs to which entry? C25H26AuN10PS

=====

Look up the molecular weight of the third one. 121.16 g mol⁻¹